1.
# C10H16

A cluster of 2 separate species, C10H16 in total (the ωB97M-V functional and the def2-TZVPD basis, the OMol25 dataset).

Results
Total charge: +1
⟨S²⟩: 0.768
2S+1: 2
HOMO level (spin up / spin down): -14.222 / -14.233 eV
Frontier orbital gap (spin up / spin down): 9.80 / 6.11 eV
LUMO level (spin up / spin down): -4.43 / -8.12 eV
Energy relative to the best compared isomer or geometry (same formula, charge and spin): 14.40 kcal/mol

Last columns: bonded neighbours and bond lengths (Å).
Atoms and positions in Å:
1 C -1.66 -1.27 1.67  C5 1.474, H12 1.104, H13 1.091, H15 1.087
2 C -0.59 -2.24 -1.77  C3 1.394, C4 1.374, H8 1.086
3 C 0.79 -2.07 -1.70  C2 1.394, C6 1.444, H9 1.077
4 C -1.33 -2.15 -0.62  C2 1.374, C5 1.448, H10 1.086
5 C -0.73 -1.76 0.64  C1 1.474, C4 1.448, C7 1.415
6 C 1.40 -1.84 -0.41  C3 1.444, C7 1.363, H11 1.077
7 C 0.66 -1.48 0.67  C5 1.415, C6 1.363, H14 1.078
8 H -0.99 -2.51 -2.75  C2 1.086
9 H 1.44 -2.05 -2.56  C3 1.077
10 H -2.41 -2.17 -0.71  C4 1.086
11 H 2.47 -1.79 -0.35  C6 1.077
12 H -1.65 -0.19 1.44  C1 1.104
13 H -1.41 -1.33 2.73  C1 1.091
14 H 1.07 -1.06 1.58  C7 1.078
15 H -2.65 -1.67 1.50  C1 1.087
16 C 0.58 1.79 -0.20  C17 1.553, C18 1.536, H19 1.089, H20 1.089
17 C 0.51 2.01 1.33  C16 1.553, H21 1.104, H24 1.089, H25 1.088
18 C 0.41 3.09 -1.00  C16 1.536, H22 1.084, H23 1.087, H26 1.092
19 H 1.53 1.33 -0.49  C16 1.089
20 H -0.22 1.10 -0.44  C16 1.089
21 H 1.50 1.75 1.74  C17 1.104
22 H 0.55 3.99 -0.41  C18 1.084
23 H 1.11 3.07 -1.83  C18 1.087
24 H -0.15 1.33 1.86  C17 1.089
25 H 0.34 3.05 1.62  C17 1.088
26 H -0.54 3.07 -1.53  C18 1.092

Atom charges from the natural (NBO) analysis, given in e for atoms 1 to 4: -0.683 -0.233 0.031 -0.104



2.
# C10H16

A cluster of 2 separate species, C10H16 in total (the ωB97M-V functional and the def2-TZVPD basis, the OMol25 dataset).

Results
Total charge: +1
⟨S²⟩: 0.768
2S+1: 2
HOMO level (spin up / spin down): -14.171 / -14.193 eV
Frontier orbital gap (spin up / spin down): 9.72 / 6.13 eV
LUMO level (spin up / spin down): -4.46 / -8.06 eV
Energy relative to the best compared isomer or geometry (same formula, charge and spin): 15.76 kcal/mol

Last columns: bonded neighbours and bond lengths (Å).
Atoms and positions in Å:
1 C -1.24 -2.36 -0.80  C7 1.456, H13 1.096, H14 1.077, H15 1.097
2 C 0.96 -0.14 2.10  C3 1.373, C4 1.442, H8 1.083
3 C 1.64 -0.87 1.15  C2 1.373, C5 1.384, H9 1.085
4 C -0.48 -0.19 2.14  C2 1.442, C6 1.361, H10 1.078
5 C 0.99 -1.57 0.15  C3 1.384, C7 1.442, H11 1.081
6 C -1.11 -0.81 1.11  C4 1.361, C7 1.410, H12 1.086
7 C -0.45 -1.55 0.11  C1 1.456, C5 1.442, C6 1.410
8 H 1.43 0.61 2.72  C2 1.083
9 H 2.72 -0.87 1.15  C3 1.085
10 H -1.09 0.11 2.99  C4 1.078
11 H 1.69 -1.90 -0.61  C5 1.081
12 H -2.19 -0.87 1.11  C6 1.086
13 H -1.77 -3.20 -0.33  C1 1.096
14 H -0.62 -2.75 -1.59  C1 1.077
15 H -2.08 -1.73 -1.14  C1 1.097
16 C 0.33 2.38 -1.92  C17 1.550, C18 1.539, H19 1.081, H20 1.089
17 C -0.62 3.09 -0.92  C16 1.550, H21 1.096, H22 1.083, H25 1.088
18 C 0.24 0.85 -1.89  C16 1.539, H23 1.080, H24 1.051, H26 1.096
19 H 0.01 2.71 -2.90  C16 1.081
20 H 1.36 2.70 -1.82  C16 1.089
21 H -1.23 2.32 -0.43  C17 1.096
22 H -1.38 3.67 -1.44  C17 1.083
23 H -0.70 0.53 -1.45  C18 1.080
24 H 0.46 0.48 -2.85  C18 1.051
25 H -0.07 3.64 -0.15  C17 1.088
26 H 1.05 0.38 -1.32  C18 1.096

Atom charges from the natural (NBO) analysis, given in e for atoms 1 to 4: -0.694 0.015 -0.239 -0.116



Number 1: F_max 1.7 eV/A, DFT total energy -10620.249 eV. Number 2: F_max 1.8 eV/A, DFT total energy -10620.190 eV.